1.
C52H46Cl3GeN2O2PbS6Sb | wB97M-V/def2-TZVPD

Results
Expectation value of S²: 0.788
Charge: -1
Multiplicity: 2
HOMO (alpha / beta) in eV: -4.788 / -4.886
Molar mass in g mol⁻¹: 1431.283

```
114
Properties=species:S:1:pos:R:3:forces:R:3
Pb -0.004 -1.460 0.691 0.08 0.27 0.10
Cl -0.795 -0.460 -2.502 0.02 0.05 0.07
C -1.491 1.142 -2.506 0.03 -0.06 -0.01
C -1.664 1.726 -3.748 -0.02 0.04 0.03
C -2.240 2.982 -3.840 0.00 0.00 0.00
C -2.644 3.621 -2.680 -0.01 -0.01 -0.03
C -2.459 3.011 -1.453 -0.04 0.09 0.04
Cl -3.014 3.874 -0.046 -0.01 0.01 -0.01
C -1.857 1.747 -1.289 0.01 -0.11 0.00
S -1.637 1.052 0.287 0.08 -0.03 -0.08
H -1.347 1.190 -4.632 0.01 -0.01 -0.01
H -2.375 3.454 -4.803 0.00 0.01 -0.01
H -3.104 4.599 -2.713 -0.01 0.02 0.00
S 3.953 -5.417 3.740 0.05 -0.10 0.04
Sb 3.331 -3.370 3.088 0.06 0.16 -0.16
S 0.874 -3.581 2.437 -0.03 -0.05 0.10
S 1.281 -2.746 4.324 -0.09 -0.03 -0.05
S -1.775 -1.135 2.997 0.11 -0.01 0.04
C -3.210 -0.838 2.203 -0.12 -0.02 -0.18
N -4.170 -0.065 2.699 -0.02 -0.04 0.10
C -5.368 0.254 1.929 0.07 0.01 -0.04
C -4.995 0.390 0.477 0.01 -0.04 0.03
N -4.340 -0.836 0.044 -0.04 0.05 -0.12
C -4.415 -1.113 -1.390 0.04 0.04 -0.02
C -5.719 -1.758 -1.776 0.02 -0.01 0.00
C -6.638 -1.084 -2.571 -0.01 0.00 -0.01
C -7.844 -1.681 -2.917 0.01 0.01 0.00
C -8.136 -2.959 -2.468 -0.02 -0.01 -0.01
C -7.220 -3.639 -1.675 -0.01 0.00 0.00
C -6.018 -3.044 -1.330 -0.01 0.00 0.00
C -3.487 -1.477 0.838 0.09 0.09 0.24
S -2.743 -2.906 0.446 -0.15 -0.19 -0.02
C -4.066 0.593 4.007 0.02 -0.01 0.01
C -3.705 2.051 3.868 0.01 -0.01 -0.01
C -2.429 2.417 3.444 -0.02 0.01 0.01
C -2.109 3.755 3.282 0.01 0.00 0.01
C -3.056 4.737 3.544 0.02 0.01 0.00
C -4.327 4.380 3.969 -0.02 -0.01 0.00
C -4.649 3.038 4.128 -0.01 0.01 -0.01
H -5.749 1.206 2.298 0.00 -0.01 -0.02
H -6.131 -0.517 2.082 0.01 0.00 -0.03
H -4.308 1.231 0.335 -0.04 0.02 0.00
H -5.886 0.530 -0.135 -0.02 -0.02 0.02
H -3.565 -1.745 -1.648 -0.04 0.00 0.01
H -4.293 -0.153 -1.901 -0.01 0.00 0.00
H -6.405 -0.087 -2.925 0.00 0.01 0.00
H -8.552 -1.146 -3.537 -0.01 0.00 -0.01
H -9.074 -3.428 -2.738 -0.01 0.00 0.00
H -7.440 -4.641 -1.329 0.00 -0.01 0.00
H -5.297 -3.574 -0.719 0.01 -0.01 0.01
H -3.323 0.055 4.592 -0.01 0.00 -0.01
H -5.039 0.485 4.494 0.02 0.01 0.00
H -1.687 1.660 3.229 0.02 0.01 0.03
H -1.117 4.019 2.940 0.02 0.00 0.00
H -2.801 5.781 3.416 0.00 0.01 0.00
H -5.067 5.142 4.175 0.00 0.00 0.00
H -5.641 2.756 4.463 -0.01 0.00 0.01
Cl -3.593 -6.559 -1.971 0.01 0.01 0.00
C -2.132 -5.627 -1.813 -0.06 -0.04 -0.02
C -1.851 -4.644 -2.753 0.02 0.02 0.00
C -0.716 -3.878 -2.604 -0.06 -0.05 -0.01
C 0.165 -4.076 -1.517 0.05 0.21 0.10
C 1.264 -3.211 -1.313 0.09 -0.36 -0.32
C -0.142 -5.104 -0.599 -0.04 -0.07 0.00
C -1.280 -5.869 -0.743 0.03 0.00 0.02
H -2.531 -4.477 -3.578 -0.01 0.00 0.00
H -0.501 -3.098 -3.324 0.02 0.00 -0.01
H 1.501 -2.457 -2.052 -0.02 0.07 0.07
H 2.012 -3.421 -0.560 -0.05 0.03 0.09
H 0.513 -5.279 0.246 0.02 0.01 0.01
H -1.521 -6.638 -0.022 -0.01 -0.01 0.00
O 1.626 1.936 2.389 0.01 0.02 0.03
C 1.606 1.206 1.414 -0.05 0.05 0.09
O 1.605 -0.100 1.474 0.00 -0.04 -0.01
C 1.658 1.829 0.024 0.06 0.04 -0.07
C 2.989 2.542 -0.225 0.03 0.07 0.02
Ge 4.626 1.476 -0.046 -0.01 -0.06 -0.10
C 4.423 -0.245 -0.957 0.02 0.00 0.00
C 4.901 -1.428 -0.400 -0.03 -0.03 0.04
C 4.857 -2.623 -1.110 0.01 -0.03 0.00
C 4.336 -2.646 -2.395 0.04 0.01 0.00
C 3.846 -1.476 -2.962 0.03 0.00 -0.01
C 3.887 -0.290 -2.244 0.00 0.02 0.00
C 5.371 1.185 1.735 0.00 0.05 0.05
C 6.614 1.738 2.048 0.02 0.00 0.01
C 7.198 1.530 3.290 0.00 0.01 -0.02
C 6.544 0.763 4.242 0.02 0.00 0.03
C 5.305 0.212 3.947 -0.05 -0.03 0.01
C 4.722 0.420 2.706 -0.02 0.04 -0.03
C 5.998 2.433 -1.081 0.00 -0.05 -0.02
C 7.122 1.752 -1.551 0.00 -0.03 0.00
C 8.101 2.401 -2.288 0.02 0.01 -0.01
C 7.972 3.753 -2.574 0.02 0.00 -0.01
C 6.863 4.448 -2.118 -0.02 0.01 0.01
C 5.886 3.789 -1.379 0.01 0.04 0.03
H 0.840 2.551 -0.028 0.03 -0.03 -0.04
H 1.489 1.073 -0.746 -0.02 -0.05 0.03
H 3.079 3.407 0.435 -0.02 -0.02 0.04
H 3.008 2.918 -1.253 -0.01 0.06 0.03
H 5.313 -1.422 0.603 0.01 0.00 0.02
H 5.229 -3.534 -0.657 0.00 0.01 0.00
H 4.303 -3.575 -2.951 -0.01 -0.02 0.00
H 3.431 -1.491 -3.962 -0.01 0.01 -0.01
H 3.506 0.617 -2.704 0.00 0.01 0.00
H 7.140 2.338 1.314 0.00 0.00 -0.01
H 8.164 1.967 3.512 0.01 0.00 0.00
H 6.996 0.597 5.212 0.00 0.00 0.00
H 4.780 -0.378 4.688 0.01 0.00 0.00
H 3.748 -0.010 2.508 -0.09 -0.02 -0.03
H 7.233 0.693 -1.342 -0.01 -0.01 0.00
H 8.964 1.851 -2.642 0.01 0.00 0.00
H 8.734 4.262 -3.152 0.00 0.00 0.00
H 6.755 5.503 -2.337 0.00 0.01 0.00
H 5.028 4.351 -1.029 -0.02 0.00 0.00
```
Forces are in eV/Å.

---

2.
C23H57B2F4HfN10O4SSi4Te | wB97M-V/def2-TZVPD

Results
Charge: +3
HOMO in eV: -15.965
Molar mass in g mol⁻¹: 1085.892

```
107
Properties=species:S:1:pos:R:3:forces:R:3
Hf 1.490 -0.305 0.431 0.78 -0.05 -0.37
C 4.230 -2.721 -2.380 0.07 0.00 0.06
C 3.466 -2.157 -1.240 0.18 -0.11 0.10
N 2.360 -1.518 -1.335 0.09 -0.06 0.16
O 1.919 -1.191 -2.570 -0.35 0.09 -0.22
B 0.480 -1.546 -2.828 -0.01 -0.12 -0.14
F 0.059 -0.842 -3.917 0.08 -0.11 0.14
F 0.343 -2.917 -2.878 0.06 0.25 0.03
O -0.408 -1.024 -1.669 -0.07 0.06 -0.28
N -0.097 -1.575 -0.472 0.29 0.39 0.31
C -0.533 -2.699 -0.071 -0.14 -0.35 0.27
C -1.478 -3.579 -0.794 0.00 -0.11 0.02
C 0.024 -3.060 1.278 -0.17 -0.11 -0.19
N 0.906 -2.236 1.718 -0.07 0.16 -0.33
O 1.369 -2.484 2.957 0.29 0.13 0.39
B 2.881 -2.494 3.103 0.18 -0.09 -0.09
F 3.349 -3.706 2.653 -0.17 0.17 0.05
F 3.156 -2.189 4.408 -0.03 -0.09 -0.15
O 3.489 -1.359 2.276 0.14 -0.26 0.32
N 3.324 -1.440 0.930 -0.35 0.19 0.25
C 3.965 -2.251 0.177 0.00 -0.12 -0.32
C 5.057 -3.170 0.569 0.03 0.08 -0.08
C -0.429 -4.279 1.994 -0.12 0.00 -0.10
H 3.744 -2.497 -3.322 -0.02 -0.01 -0.01
H 4.316 -3.804 -2.262 0.00 0.02 0.00
H 5.248 -2.321 -2.384 -0.03 -0.01 -0.03
H -1.891 -3.078 -1.664 -0.03 0.02 0.00
H -2.268 -3.917 -0.120 0.05 0.01 -0.05
H -0.947 -4.468 -1.146 -0.01 0.02 -0.01
H 5.486 -2.880 1.522 0.00 -0.01 0.05
H 5.823 -3.188 -0.206 0.02 0.01 0.01
H 4.659 -4.182 0.672 0.02 0.00 -0.01
H -1.436 -4.124 2.397 0.05 0.00 0.00
H 0.240 -4.521 2.811 0.04 -0.01 0.04
H -0.489 -5.118 1.299 0.00 0.01 0.02
N 0.392 -0.132 4.211 0.04 0.05 -0.19
N 1.707 0.173 4.555 0.04 0.21 -0.03
C 2.493 0.921 3.797 0.01 -0.06 0.03
N 3.703 1.203 4.248 0.01 0.00 0.07
S 2.052 1.617 2.261 -0.11 -0.36 -0.03
H -0.213 0.149 4.971 -0.09 0.03 0.09
H 0.339 -1.136 4.066 -0.04 -0.02 0.07
H 2.124 -0.317 5.337 0.04 -0.03 0.01
H 4.020 0.918 5.164 0.01 -0.04 -0.01
H 4.343 1.709 3.661 0.01 0.03 0.00
C -6.530 0.018 0.918 -0.05 -0.14 -0.04
Si -4.865 -0.734 1.277 -0.07 0.11 -0.04
C -4.369 -0.539 3.065 0.00 -0.06 0.08
C -4.750 -2.502 0.666 -0.01 -0.03 0.08
Si -3.255 0.383 -0.117 -0.14 0.18 -0.11
Te -1.160 0.887 1.160 -0.18 -0.05 0.23
Si -3.681 0.905 -2.438 -0.13 -0.16 0.00
C -3.660 -0.759 -3.281 0.03 0.06 -0.07
C -2.430 2.106 -3.097 0.06 -0.04 -0.07
C -5.403 1.621 -2.362 0.00 0.04 -0.02
Si -1.900 3.276 1.904 -0.05 0.04 -0.07
C -3.659 3.172 1.268 -0.04 0.08 -0.03
C -0.816 4.474 1.005 -0.07 0.05 0.01
C -1.728 3.319 3.741 -0.08 0.01 0.00
H -7.241 -0.456 1.605 0.02 0.05 -0.05
H -6.874 -0.195 -0.097 0.02 0.03 0.07
H -6.585 1.095 1.089 0.05 -0.02 0.00
H -4.669 -1.440 3.610 -0.01 0.07 -0.02
H -4.887 0.304 3.530 0.06 -0.03 -0.05
H -3.293 -0.412 3.209 -0.03 -0.02 -0.02
H -5.663 -3.010 0.996 0.07 -0.01 -0.02
H -3.906 -3.035 1.112 -0.05 0.05 -0.02
H -4.702 -2.603 -0.421 -0.01 0.03 0.06
H -2.663 -1.202 -3.314 -0.03 0.02 0.04
H -3.969 -0.589 -4.319 0.00 -0.04 0.05
H -4.371 -1.468 -2.848 0.04 0.03 -0.01
H -1.500 1.596 -3.359 -0.19 0.04 0.00
H -2.218 2.918 -2.398 0.00 -0.01 -0.02
H -2.837 2.557 -4.008 0.01 -0.03 0.03
H -6.150 0.901 -2.023 0.07 0.05 -0.02
H -5.664 1.902 -3.390 -0.02 -0.02 0.07
H -5.487 2.526 -1.755 0.02 -0.05 -0.02
H -3.680 3.029 0.176 0.01 -0.02 0.11
H -4.211 4.101 1.454 0.05 -0.06 0.00
H -4.214 2.376 1.778 0.02 0.00 -0.03
H -0.898 4.383 -0.079 0.00 0.00 0.04
H 0.228 4.354 1.301 -0.02 0.00 -0.01
H -1.124 5.490 1.282 0.04 -0.07 -0.03
H -2.228 2.481 4.230 0.00 0.03 -0.03
H -2.188 4.245 4.109 0.06 -0.06 -0.01
H -0.676 3.327 4.033 -0.01 0.00 -0.01
C 0.713 2.216 -1.983 0.05 -0.01 -0.11
N 2.020 2.016 -2.576 0.08 -0.08 0.06
C 2.040 1.901 -4.041 0.00 0.03 0.10
C 3.054 1.636 -1.810 0.05 -0.10 -0.14
N 2.841 1.068 -0.604 -0.56 0.12 0.00
N 4.305 1.840 -2.245 0.09 0.04 -0.09
C 5.440 1.150 -1.642 -0.03 0.03 -0.01
C 4.669 2.944 -3.145 -0.03 -0.09 0.07
H 0.153 2.902 -2.619 0.08 0.02 0.04
H 0.808 2.661 -0.997 0.03 0.05 0.09
H 0.137 1.287 -1.918 0.06 0.02 -0.02
H 1.222 1.249 -4.345 -0.01 0.00 0.01
H 2.968 1.445 -4.365 0.02 -0.03 -0.02
H 1.927 2.876 -4.515 0.00 0.00 0.02
H 3.673 1.150 -0.032 0.00 0.14 0.13
H 5.877 1.728 -0.822 -0.01 0.00 -0.02
H 6.205 1.009 -2.403 0.00 0.02 -0.01
H 5.141 0.169 -1.278 -0.01 -0.02 0.01
H 3.828 3.614 -3.280 -0.03 0.02 0.01
H 5.000 2.572 -4.114 0.01 -0.01 -0.01
H 5.486 3.501 -2.687 0.01 0.00 0.00
```
Forces are in eV/Å.

---

3.
C20H46N2O10P2S2 | wB97M-V/def2-TZVPD

Results
Structure (SMILES): CCC(=O)OCC[C@@H](CCCCCOC)O[C@@H](CN(C[SH](=O)=O)P(C)O)P(O)(O)=S.COC[C@@H](C)N
Charge: 0
HOMO in eV: -8.467
Molar mass in g mol⁻¹: 600.674

```
82
Properties=species:S:1:pos:R:3:forces:R:3
C -3.009 -0.238 2.234 0.00 0.03 0.05
C -1.518 -0.245 2.567 -0.57 0.18 0.21
C -0.676 -0.771 1.446 -0.08 0.00 -1.02
O -0.984 -0.704 0.278 0.20 -0.25 0.88
O 0.486 -1.383 1.807 0.40 -0.16 -0.41
C 1.392 -0.588 2.579 -0.52 0.05 0.74
C 1.802 0.673 1.896 0.73 0.15 -0.08
C 2.628 0.516 0.618 -0.31 0.24 0.28
C 2.465 1.810 -0.163 -0.25 0.17 -0.54
C 1.152 1.779 -0.967 0.16 0.05 0.43
C 1.190 2.621 -2.227 -0.22 0.43 0.32
C -0.024 2.441 -3.143 0.24 -0.13 -0.32
C -0.571 1.036 -3.194 -0.05 -0.12 -0.06
O 0.462 0.168 -3.609 0.14 0.08 0.03
C 0.034 -1.152 -3.845 -0.04 -0.15 0.03
O 3.973 0.249 1.041 0.00 -0.39 0.13
C 4.885 -0.440 0.218 -0.14 0.24 -0.19
C 4.765 -1.991 -0.018 -0.15 -0.01 0.17
N 3.568 -2.693 0.440 -0.11 -0.14 0.12
C 2.713 -3.152 -0.623 -0.10 0.52 0.22
S 3.389 -4.369 -1.800 -0.17 0.56 -0.64
O 4.785 -4.592 -1.554 0.08 -0.18 0.18
O 2.953 -3.953 -3.110 -0.10 -0.17 0.15
P 3.979 -3.984 1.565 0.22 -0.06 -0.08
C 4.600 -2.945 2.952 -0.05 -0.36 -0.18
O 2.496 -4.415 2.096 -0.04 -0.11 0.09
P 5.154 0.257 -1.458 -0.52 -0.49 -0.42
O 6.500 -0.509 -1.867 0.22 -0.07 0.05
O 5.627 1.749 -1.203 0.11 0.31 0.14
S 3.772 0.009 -2.785 0.10 0.02 0.14
H -3.511 0.608 2.689 -0.10 0.07 0.12
H -3.178 -0.180 1.166 0.06 0.04 -0.18
H -3.477 -1.147 2.598 -0.12 -0.13 0.00
H -1.198 0.772 2.791 0.20 0.15 -0.09
H -1.347 -0.815 3.476 0.20 -0.11 0.06
H 0.929 -0.336 3.538 -0.06 -0.05 0.08
H 2.260 -1.188 2.806 0.18 -0.40 -0.21
H 2.444 1.206 2.599 0.03 0.20 0.07
H 0.954 1.326 1.702 -0.23 -0.04 -0.06
H 2.222 -0.310 0.042 0.19 -0.29 -0.24
H 3.287 1.995 -0.844 0.05 -0.10 0.03
H 2.431 2.659 0.520 0.22 0.08 0.19
H 0.358 2.148 -0.315 -0.27 -0.05 -0.02
H 0.901 0.747 -1.193 0.06 -0.14 -0.17
H 2.119 2.451 -2.763 0.04 -0.30 -0.17
H 1.219 3.668 -1.919 0.10 0.16 -0.05
H -0.840 3.113 -2.885 -0.08 0.09 0.21
H 0.277 2.700 -4.157 -0.03 0.13 -0.12
H -0.949 0.718 -2.217 -0.06 -0.06 0.11
H -1.412 0.992 -3.892 -0.09 0.00 -0.14
H -0.847 -1.404 -3.254 -0.10 0.01 0.13
H -0.203 -1.308 -4.899 -0.07 0.04 -0.13
H 0.830 -1.840 -3.570 0.18 -0.01 -0.01
H 5.844 -0.282 0.711 0.12 0.06 0.08
H 4.899 -2.187 -1.075 0.01 -0.06 -0.14
H 5.634 -2.456 0.446 0.21 0.02 0.04
H 2.435 -2.325 -1.274 0.03 0.13 -0.16
H 1.791 -3.565 -0.221 -0.08 -0.19 0.03
H 2.680 -5.488 -1.517 0.13 -0.19 0.17
H 3.838 -2.846 3.723 -0.12 0.17 0.06
H 5.429 -3.495 3.384 0.23 0.09 0.18
H 4.933 -1.969 2.615 0.02 0.16 0.07
H 2.082 -3.761 2.667 -0.28 0.20 -0.02
H 6.310 -1.022 -2.663 0.17 -0.08 -0.12
H 5.420 2.279 -1.983 0.06 0.18 0.00
C -5.313 2.044 -0.058 0.09 -0.10 0.06
O -5.721 1.836 1.281 0.03 0.00 -0.08
C -6.789 2.649 1.726 -0.04 0.07 0.17
C -8.186 2.155 1.329 0.04 -0.11 -0.18
C -8.540 2.411 -0.133 -0.06 0.07 -0.01
N -8.383 0.734 1.623 0.10 0.06 0.13
H -5.409 3.095 -0.345 -0.03 0.01 -0.02
H -5.880 1.424 -0.757 -0.04 0.07 -0.03
H -4.264 1.755 -0.128 0.01 0.01 0.02
H -6.723 2.636 2.817 0.03 -0.03 0.00
H -6.632 3.687 1.405 -0.04 -0.01 -0.06
H -8.896 2.719 1.941 0.03 0.03 0.05
H -8.054 1.696 -0.796 0.05 -0.01 0.02
H -9.614 2.305 -0.279 -0.01 -0.04 0.01
H -8.254 3.418 -0.442 0.01 0.00 0.00
H -8.271 0.575 2.620 -0.09 0.00 0.01
H -7.621 0.217 1.195 -0.04 -0.03 -0.07
```
Forces are in eV/Å.